Density functional theory data (wB97M-V/def2-TZVPD) for a molecular structure, C30H31AuBrN6O4SSe.

Structure (ORCA input):
```
! RIJCOSX wB97M-V def2-TZVPD def2/J DEFGRID3
* xyz 1 1
Au -1.997 -0.501 -0.787
O -6.453 -2.168 -5.139
C -5.476 -1.865 -4.295
C -4.124 -2.145 -4.538
C -3.189 -1.792 -3.593
N -3.511 -1.180 -2.458
C -4.785 -0.875 -2.242
Br -5.126 0.122 -0.676
C -5.808 -1.207 -3.103
H -6.142 -2.622 -5.935
H -3.810 -2.622 -5.452
H -2.136 -1.983 -3.742
H -6.837 -0.968 -2.890
C -0.782 -2.811 4.486
C 0.700 -2.676 4.163
C 1.148 -3.621 3.048
C 0.659 -3.187 1.661
N 1.314 -1.974 1.239
C 0.795 -0.733 1.217
Se -0.992 -0.283 1.569
N 1.752 0.156 0.890
C 1.631 1.589 0.977
C 1.865 2.058 2.416
C 1.585 3.551 2.588
C 2.488 4.445 1.747
C 2.925 -0.529 0.671
C 4.196 -0.103 0.303
C 5.166 -1.076 0.169
C 4.886 -2.429 0.384
C 3.624 -2.864 0.734
C 2.642 -1.891 0.885
H -1.057 -2.113 5.272
H -1.007 -3.819 4.828
H -1.402 -2.591 3.618
H 1.279 -2.900 5.060
H 0.920 -1.641 3.880
H 0.766 -4.622 3.248
H 2.238 -3.675 3.031
H -0.417 -2.999 1.684
H 0.874 -3.959 0.918
H 0.627 1.882 0.656
H 2.364 2.031 0.304
H 2.894 1.833 2.707
H 1.197 1.495 3.075
H 1.723 3.795 3.643
H 0.542 3.749 2.332
H 3.537 4.201 1.902
H 2.345 5.485 2.027
H 2.254 4.365 0.689
H 4.420 0.937 0.126
H 6.167 -0.786 -0.112
H 5.677 -3.152 0.263
H 3.414 -3.912 0.876
O -3.181 -2.059 0.451
N -3.322 -3.240 0.087
C -2.541 -3.947 -0.673
C -1.359 -3.334 -1.134
N -0.586 -2.485 -1.289
C -2.879 -5.266 -1.041
N -3.096 -6.333 -1.395
O 0.551 7.327 -2.239
C 1.161 6.303 -1.637
O 2.197 6.438 -1.050
C 0.483 4.971 -1.764
C -0.904 4.827 -1.718
C -1.476 3.582 -1.886
C -0.661 2.476 -2.126
S -1.344 0.949 -2.625
C 0.729 2.605 -2.106
C 1.294 3.845 -1.905
H -0.252 7.076 -2.718
H -1.540 5.682 -1.532
H -2.547 3.455 -1.861
H 1.339 1.732 -2.278
H 2.366 3.971 -1.886
*
```

Results
M	927.5	g mol⁻¹
energy above the lowest of the compared OMol25 structures with the same formula, charge and spin	103.0	kJ/mol
highest occupied orbital energy (alpha / beta)	-11.01 / -11.31	eV
frontier orbital gap (alpha / beta)	5.43 / 5.70	eV
LUMO energy (alpha / beta)	-5.574 / -5.602	eV

=====

Density functional theory data (wB97M-V/def2-TZVPD) for a molecular structure, C11H11Cl3N4O6SSr.

Structure (ORCA input):
```
! RIJCOSX wB97M-V def2-TZVPD def2/J DEFGRID3
* xyz 0 1
Sr -0.082 0.099 0.684
O -3.943 -0.082 2.503
Cl -2.675 0.196 1.934
O -2.301 1.590 2.064
O -1.617 -0.599 2.565
O -2.614 -0.148 0.512
Cl -1.027 2.916 -0.729
C -0.583 2.481 -2.378
Cl -0.365 0.721 -2.541
H 0.355 2.960 -2.626
H -1.383 2.780 -3.044
O 2.275 -0.095 -0.161
N 3.239 0.471 0.480
N 2.837 1.396 1.248
O 1.583 1.726 1.391
C 3.826 2.086 2.046
C 5.179 1.935 1.783
C 6.091 2.599 2.586
C 5.655 3.404 3.632
C 4.297 3.547 3.871
C 3.371 2.888 3.074
H 5.507 1.306 0.970
H 7.149 2.485 2.393
H 6.373 3.920 4.255
H 3.949 4.172 4.682
H 2.309 2.985 3.238
S -0.191 -2.867 -0.245
C 0.505 -2.941 -1.786
N 1.672 -2.305 -2.098
C 2.248 -2.363 -3.309
C 1.685 -3.113 -4.293
C 0.491 -3.767 -3.941
N -0.078 -3.689 -2.764
H 2.107 -1.675 -1.398
H 3.152 -1.783 -3.427
H 2.121 -3.191 -5.276
H -0.025 -4.382 -4.672
*
```

Results
M	521.3	g mol⁻¹
energy above the lowest of the compared OMol25 structures with the same formula, charge and spin	30.3	kJ/mol
highest occupied orbital energy	-8.65	eV
frontier orbital gap	8.12	eV
LUMO energy	-0.525	eV